# 1
ORCA calculation (ωB97M-V/def2-TZVPD) on a molecular structure, C59H45N10NaO5 at a distorted geometry.

Geometry as ORCA input:
```
! wB97M-V def2-TZVPD RIJCOSX def2/J DEFGRID3
* xyz -2 1
Na -0.54554 0.32798 -1.04377
C -0.78930 7.27032 2.63138
C -2.04770 6.77650 2.29309
C -2.18549 5.51184 1.73711
C -1.07596 4.68994 1.47134
C 0.17859 5.19910 1.85000
C 0.31972 6.46149 2.41580
C -1.22168 3.38254 0.81772
C -1.92748 3.28221 -0.47372
C -2.75929 4.25436 -1.11316
C -3.11662 3.72862 -2.35764
C -2.44790 2.49158 -2.47523
C -2.34981 1.73761 -3.69075
C -3.37384 2.05674 -4.73074
C -4.67153 1.56294 -4.62094
C -5.63538 1.84279 -5.58448
C -5.31754 2.64225 -6.67795
C -4.02801 3.14590 -6.79841
C -3.06755 2.85430 -5.83242
C -1.32041 0.88930 -4.05241
N -0.23492 0.55974 -3.24659
C 0.64999 -0.08979 -4.01407
C 1.89413 -0.57920 -3.48946
C 3.06642 -0.91440 -4.23462
C 4.08261 -1.74343 -3.68134
C 5.24588 -2.03941 -4.37206
C 5.47749 -1.53376 -5.65075
C 4.50613 -0.70118 -6.21136
C 3.34177 -0.38812 -5.52950
C 1.91235 -0.75091 -2.01902
C 2.46186 0.15985 -1.09876
C 2.00553 0.07324 0.25594
C 1.32472 -0.98889 0.72640
N 1.20055 -1.82479 -1.74338
C -0.58651 -1.21121 2.46925
C -1.01416 0.23027 2.20706
C -0.03380 0.82727 3.17743
C 0.24664 2.12641 2.51219
C -0.68519 2.25994 1.47111
N -1.29933 0.96170 1.20322
C -1.43258 -2.42068 2.61927
C -0.87118 -3.68666 2.74752
C -1.68586 -4.80724 2.83581
C -3.06821 -4.67701 2.78836
C -3.63228 -3.41380 2.65981
C -2.81771 -2.29120 2.58454
C 0.12109 -0.23708 -5.36955
C -1.11026 0.34150 -5.37938
N -1.76333 2.22268 -1.30145
H -0.67784 8.25989 3.06030
H -2.92829 7.38475 2.47314
H -3.17583 5.13071 1.51761
H 1.06033 4.60199 1.64787
H 1.30908 6.82936 2.67064
H -3.03999 5.22551 -0.73160
H -3.72050 4.19989 -3.12322
H -4.91411 0.91844 -3.78183
H -6.63406 1.43107 -5.48768
H -6.06686 2.86569 -7.42975
H -3.76713 3.77180 -7.64519
H -2.05994 3.24494 -5.92076
H 3.92068 -2.16740 -2.69445
H 5.98978 -2.68282 -3.91031
H 6.38834 -1.76826 -6.19049
H 4.67396 -0.27576 -7.19636
H 2.63376 0.30470 -5.96657
H 3.03256 1.00673 -1.44106
H 2.20246 0.87162 0.96252
H -0.45110 0.96470 4.18886
H 0.79033 2.93513 2.97816
H 0.20931 -3.78248 2.75370
H -1.23599 -5.79042 2.92998
H -3.69900 -5.55727 2.83316
H -4.70870 -3.29963 2.59571
H -3.24923 -1.30275 2.46326
H 0.59624 -0.76808 -6.18332
H -1.80024 0.40314 -6.20974
N -3.84284 1.11799 -0.55362
C -4.54318 0.06775 -0.98229
N -5.84540 0.28124 -1.36306
N -4.11648 -1.17378 -0.98489
C -2.84859 -1.37361 -0.66250
N -1.72657 -1.59005 -0.44107
H -4.11119 2.04940 -0.83357
H -2.83088 1.02121 -0.42342
H -6.06573 1.19039 -1.73026
H -6.24565 -0.49407 -1.86130
N 0.79563 -1.32686 1.97699
C 0.60393 -0.63746 3.22256
N 1.28522 -1.18158 4.34411
C 0.53391 -1.63039 5.50211
C 0.44005 -0.56985 6.58485
O 1.73389 -0.07574 6.92740
C 2.36402 0.49728 5.78062
C 2.54519 -0.54586 4.69466
H 1.05406 -2.49746 5.92847
H -0.46168 -1.94492 5.18815
H 0.01326 -0.98735 7.49652
H -0.18712 0.26326 6.24992
H 3.32732 0.88342 6.11593
H 1.75349 1.32657 5.40504
H 3.23611 -1.31882 5.05685
H 2.97483 -0.08771 3.79867
O 0.91618 -4.29831 -0.14479
C 1.58209 -3.41001 0.19830
O 1.08750 -2.10734 -0.12512
C 2.86462 -3.52020 0.94717
C 3.79626 -2.51019 1.06652
C 4.99136 -2.70398 1.76728
C 5.20088 -3.93359 2.32028
O 6.27626 -4.36808 3.02128
C 6.05179 -5.75744 3.27555
O 4.75663 -6.09254 2.78578
C 4.28552 -4.95514 2.17604
C 3.11197 -4.78249 1.50273
H 3.62163 -1.55775 0.59024
H 5.73089 -1.91756 1.85333
H 6.10279 -5.94869 4.34515
H 6.80705 -6.35214 2.76400
H 2.38388 -5.57492 1.37531
*
```

HOMO level	0.04	eV
HOMO-LUMO gap	3.367	eV
LUMO level	0.1251	hartree


# 2
ORCA calculation (ωB97M-V/def2-TZVPD) on 15 unconnected molecules or ions with the total composition C38H111N5O19 at a distorted geometry.

Geometry as ORCA input:
```
! wB97M-V def2-TZVPD RIJCOSX def2/J DEFGRID3
* xyz 0 1
C 6.25792 -4.61546 1.22037
O 6.41402 -3.66115 2.26546
H 6.13682 -5.58660 1.70030
H 5.44228 -4.33170 0.55531
H 7.17398 -4.78586 0.65476
H 7.22099 -3.80874 2.76409
C 4.43680 -2.49865 6.55894
O 3.26775 -1.73363 6.40253
H 4.21221 -3.53788 6.31878
H 5.14943 -2.21197 5.78560
H 4.81833 -2.20908 7.53807
H 2.70954 -1.83149 7.17740
C 0.47285 6.94275 2.27064
O 1.46939 7.82825 2.68017
H 0.68190 6.36590 1.36973
H 0.35863 6.15813 3.01859
H -0.43601 7.54216 2.21811
H 1.35964 8.65078 2.19748
C 1.05713 4.29115 -2.54999
O 1.67188 3.84221 -1.35142
H 0.24093 4.96529 -2.29024
H 1.71608 4.79090 -3.26001
H 0.72558 3.34604 -2.98005
H 1.12443 3.13043 -1.01191
C 5.61865 -5.12975 -3.92843
O 4.55865 -5.91288 -4.38665
H 6.19764 -5.68944 -3.19384
H 6.36452 -4.86468 -4.67778
H 5.19771 -4.19946 -3.54705
H 4.11168 -5.41330 -5.07384
C -0.10291 -6.36043 2.65357
O -0.24217 -5.26501 1.75392
H -0.77284 -7.19705 2.45520
H 0.87528 -6.80949 2.48153
H -0.07394 -5.98646 3.67701
H 0.34231 -4.56010 2.04217
C 0.29419 -7.43480 -2.34794
O -0.81666 -6.92083 -1.78017
H 0.45178 -8.41830 -1.90523
H 0.30892 -7.41300 -3.43763
H 1.13621 -6.83173 -2.00823
H -0.56109 -6.53122 -0.94084
C 8.75350 -0.82008 -1.58404
O 9.07736 -1.80013 -2.57654
H 8.40744 0.07676 -2.09787
H 7.91714 -1.32641 -1.10212
H 9.60252 -0.68496 -0.91397
H 9.96484 -1.60843 -2.88834
C -4.19776 6.85628 -1.37037
O -4.55942 5.95467 -2.42675
H -4.14533 6.37181 -0.39536
H -3.25676 7.35640 -1.59950
H -5.01168 7.58104 -1.38917
H -4.09540 6.10646 -3.25334
C 7.07336 1.46608 3.28887
O 7.93843 2.56195 2.99794
H 6.30790 1.79597 3.99126
H 6.57179 1.17397 2.36627
H 7.58821 0.60675 3.71851
H 7.36714 3.28048 2.71697
C -3.16466 1.88659 6.55702
O -4.54604 2.09979 6.35274
C -5.32627 2.12400 7.54944
C -6.75727 2.64702 7.30759
N -6.82670 3.94164 6.71466
C -8.25680 4.32611 6.36364
C -8.80708 3.54326 5.14382
O -7.97663 3.55975 4.00130
C -7.67443 4.86412 3.47096
H -2.78391 0.86907 6.64523
H -2.72814 2.35271 7.44036
H -2.53627 2.30101 5.76867
H -4.86443 2.93840 8.10762
H -5.32044 1.19099 8.11296
H -7.36371 2.53802 8.20673
H -7.11956 1.97421 6.53029
H -6.45790 3.81621 5.78281
H -8.37088 5.37490 6.08954
H -8.88634 4.04272 7.20714
H -9.77422 3.95513 4.85553
H -8.92437 2.51716 5.49233
H -7.10426 5.47244 4.17306
H -8.59101 5.40353 3.23218
H -7.07167 4.68391 2.58085
C -2.54968 -0.74613 -4.79623
O -2.67376 -1.77634 -5.79723
C -2.00551 -3.00720 -5.40777
C -1.94679 -3.90064 -6.67481
N -1.38194 -3.27737 -7.85434
C -1.58116 -4.25567 -8.96080
C -1.23981 -3.57295 -10.31492
O -2.23140 -2.65531 -10.58823
C -2.31918 -2.16001 -11.94824
H -1.56091 -0.29477 -4.87827
H -2.74484 -1.10633 -3.78615
H -3.26646 0.03190 -5.05888
H -2.53575 -3.44069 -4.55981
H -0.98605 -2.77361 -5.10078
H -2.95917 -4.26637 -6.84641
H -1.37897 -4.80970 -6.47655
H -1.78778 -2.37692 -8.06556
H -2.63395 -4.53659 -8.98931
H -0.91914 -5.11744 -8.87601
H -1.28827 -4.33497 -11.09279
H -0.21734 -3.20005 -10.37487
H -3.01258 -1.32489 -12.04755
H -2.48959 -2.90878 -12.72182
H -1.37458 -1.70374 -12.24428
C 0.58645 4.06596 -11.25198
O 1.86751 4.48179 -10.75853
C 2.91957 4.50409 -11.68963
C 4.25732 4.60301 -11.00861
N 4.39897 3.45485 -10.16155
C 5.72473 3.43567 -9.45190
C 5.68991 2.42453 -8.28024
O 4.63514 2.86856 -7.45210
C 4.48689 1.99308 -6.36466
H 0.32809 4.80744 -12.00799
H -0.08884 4.02311 -10.39744
H 0.64598 3.09371 -11.74115
H 2.78287 5.39493 -12.30267
H 2.89588 3.61273 -12.31654
H 4.14921 5.51092 -10.41522
H 5.09599 4.69059 -11.69931
H 3.77613 3.59721 -9.37931
H 5.97554 4.37894 -8.96669
H 6.50629 3.05324 -10.10841
H 6.68086 2.30556 -7.84211
H 5.45989 1.42290 -8.64344
H 3.66541 2.28367 -5.70982
H 5.34756 1.99943 -5.69585
H 4.21866 0.98616 -6.68446
C -3.61874 -2.97100 6.17264
O -3.67796 -3.23232 7.55798
C -2.40533 -3.59428 8.01733
C -2.44370 -3.75256 9.55782
N -2.74092 -2.45880 10.12147
C -2.84838 -2.52934 11.58943
C -2.99326 -1.10854 12.25658
O -4.13604 -0.34375 11.79116
C -4.24222 0.91074 12.50558
H -3.32667 -3.88075 5.64809
H -2.88710 -2.21706 5.88221
H -4.60184 -2.66498 5.81490
H -1.61338 -2.92359 7.68400
H -2.20215 -4.62022 7.71035
H -1.51349 -4.12041 9.99084
H -3.21795 -4.43486 9.90873
H -3.55903 -2.16132 9.60929
H -1.91578 -2.90538 12.01012
H -3.64886 -3.14990 11.99220
H -2.06659 -0.59796 11.99450
H -2.97302 -1.17051 13.34463
H -4.98976 1.53660 12.01818
H -3.29826 1.45532 12.52717
H -4.51806 0.72779 13.54411
C 1.69923 -1.28180 -0.33635
C 1.52838 -0.75451 1.09836
C 0.07585 -0.22804 1.35376
O -0.33594 0.78282 0.38287
C -1.41696 1.54133 0.85375
N 1.86362 -1.73363 2.08678
H 1.23796 -0.56612 -1.01689
H 1.15233 -2.21164 -0.49250
H 2.76918 -1.35532 -0.53103
H 2.22251 0.08507 1.13557
H 0.09789 0.17858 2.36484
H -0.61168 -1.07034 1.43079
H -1.26152 1.99411 1.83300
H -2.25416 0.84887 0.94144
H -1.71699 2.37529 0.21925
H 2.01046 -1.29833 2.98625
H 2.81571 -2.05166 1.97511
*
```

HOMO level	-8.54	eV
HOMO-LUMO gap	8.664	eV
LUMO level	0.0045	hartree


# 3
ORCA calculation (ωB97M-V/def2-TZVPD) on a molecular structure, C26H30HfN6O4PSbSe4 at a distorted geometry.

Geometry as ORCA input:
```
! wB97M-V def2-TZVPD RIJCOSX def2/J DEFGRID3
* xyz 0 1
Hf 2.11527 1.40409 0.72584
C 4.91455 0.09109 -2.58561
C 4.49212 0.41084 -1.32350
N 3.24267 0.94166 -1.21821
C 2.39843 0.90037 -2.27877
C 2.85863 0.46734 -3.49751
N 4.10866 0.02397 -3.62620
C 1.02668 1.23196 -2.03118
C 0.10469 1.33001 -3.06064
C -1.15245 1.88188 -2.77734
C -1.34855 2.51433 -1.50679
C -0.46568 2.24794 -0.45625
N 0.65770 1.53879 -0.75844
C -0.52572 2.79237 0.92115
C -1.27416 3.90756 1.29845
N -1.24044 4.44934 2.49050
C -0.29411 3.91901 3.33971
C 0.47284 2.86372 2.99952
N 0.29941 2.18285 1.83890
C -2.21353 1.99392 -3.81761
C -2.19015 1.03354 -4.83047
C -3.11575 0.99710 -5.89325
N -4.23117 1.72518 -5.87082
C -4.20123 2.68714 -4.93979
C -3.26198 2.93421 -3.96009
H 5.99271 -0.14342 -2.64792
H 5.18385 0.51070 -0.48557
H 2.28534 0.42577 -4.39739
H 0.40509 0.79979 -3.94379
H -2.28681 2.94336 -1.19526
H -1.90447 4.46164 0.61516
H -0.16337 4.43555 4.28508
H 1.23974 2.59495 3.73232
H -1.38532 0.26665 -4.83081
H -3.01460 0.16082 -6.61084
H -5.09106 3.23810 -4.94064
H -3.34742 3.81420 -3.31123
Se 4.07239 4.32507 4.60948
Sb 4.41947 3.06803 2.52060
Se 2.72653 3.75436 0.54441
Se 3.63488 0.77962 2.99582
Se 6.68232 3.50880 1.86443
C 0.45758 -1.95003 5.06762
C 0.00928 -2.51435 3.73793
C 0.81796 -3.80157 3.59908
C -1.54085 -2.72857 3.80382
O 0.28696 -1.39118 2.73673
P 0.62124 -1.72344 1.17557
O 1.36797 -2.93797 0.87214
O 1.45792 -0.38211 0.88479
O -0.67958 -1.62101 0.27993
C -1.40195 -2.73865 -0.40393
C -2.76461 -2.08460 -0.52762
C -0.88007 -3.14317 -1.79252
C -1.45901 -4.00627 0.48395
H 0.15701 -2.59197 5.87929
H -0.03926 -1.03054 5.32289
H 1.51659 -1.70976 5.14649
H 0.85961 -4.43086 4.46584
H 1.79780 -3.51283 3.21205
H 0.42970 -4.35799 2.78511
H -1.81177 -1.74337 4.23536
H -1.91408 -3.61967 4.34537
H -1.90438 -2.62587 2.77965
H -2.96572 -1.42126 0.24753
H -3.45106 -2.94377 -0.45074
H -2.87730 -1.69436 -1.54858
H -0.99632 -2.19323 -2.35726
H -1.44517 -3.94109 -2.27477
H 0.17410 -3.42547 -1.77450
H -1.77219 -3.91365 1.52037
H -0.48652 -4.46058 0.50008
H -2.18990 -4.77502 0.06285
*
```

HOMO level	-6.44	eV
HOMO-LUMO gap	3.584	eV
LUMO level	-0.1050	hartree